1.
A 5-piece molecular cluster, C19H28N2O3 overall. Source: the OMol25 dataset; level of theory: ωB97M-V/def2-TZVPD.

Calculated total energy = -29278.097 eV
Kohn-Sham gap = 9.842 eV
Energy above the lowest of the compared OMol25 structures with the same formula, charge and spin = 405.7 kJ/mol
SMILES = c1ccncc1.c1ccncc1.CC(C)=O.CC(C)=O.CC(C)=O
Max |F| = 2.66 eV/A
HOMO level = -9.33 eV

Positions of all 52 atoms, in Å:
C -0.188 -4.737 -4.123
C 0.384 -4.544 -2.869
C 0.237 -3.390 -2.123
N -0.509 -2.365 -2.629
C -0.983 -2.475 -3.890
C -0.892 -3.664 -4.620
H 0.049 -5.570 -4.769
H 1.027 -5.305 -2.443
H 0.679 -3.276 -1.144
H -1.618 -1.703 -4.304
H -1.359 -3.825 -5.583
C -1.379 3.597 0.743
C -1.169 4.938 1.099
C -0.712 5.809 0.121
N -0.488 5.471 -1.173
C -0.623 4.146 -1.496
C -1.056 3.205 -0.575
H -1.751 2.968 1.539
H -1.312 5.272 2.116
H -0.519 6.856 0.311
H -0.579 3.870 -2.540
H -1.294 2.212 -0.933
C -4.251 -2.005 -0.533
C -4.020 -3.504 -0.694
C -3.583 -3.981 -2.079
O -4.282 -4.324 0.163
H -4.814 -1.781 0.375
H -4.875 -1.587 -1.322
H -3.272 -1.539 -0.418
H -3.403 -3.153 -2.758
H -4.399 -4.627 -2.403
H -2.730 -4.598 -1.794
C 4.991 2.534 3.099
C 4.069 2.516 4.238
C 4.354 3.564 5.279
O 3.143 1.736 4.353
H 4.725 1.791 2.341
H 6.019 2.230 3.294
H 4.932 3.471 2.544
H 4.356 4.538 4.786
H 5.327 3.428 5.749
H 3.502 3.546 5.957
C -0.323 -0.556 0.331
C 0.877 -1.251 0.974
C 1.923 -0.300 1.448
O 0.968 -2.456 1.073
H -0.076 -0.193 -0.666
H -0.471 0.376 0.882
H -1.162 -1.226 0.509
H 1.847 -0.048 2.506
H 1.812 0.653 0.930
H 2.867 -0.742 1.125



2.
C6H7N in the gas phase. Source: the OMol25 dataset; level of theory: ωB97M-V/def2-TZVPD.

Calculated total energy = -7819.519 eV
Kohn-Sham gap = 9.271 eV
Energy above the lowest of the compared OMol25 structures with the same formula, charge and spin = 591.3 kJ/mol
SMILES = C[C@@]12[C@@H]3[C@H]4[C@@H]3N1[C@H]42
Max |F| = 2.26 eV/A
HOMO level = -8.11 eV

Positions of all 14 atoms, in Å:
C 1.964 -0.030 -0.224
C 0.482 0.032 0.021
C -0.749 -0.073 -0.916
C -1.583 0.727 0.030
C -1.268 -1.047 0.056
N -0.227 -0.722 1.074
C -0.517 0.693 1.078
H 2.284 0.798 -0.867
H 2.269 -0.971 -0.704
H 2.488 0.042 0.734
H -0.853 -0.085 -1.994
H -2.381 1.452 -0.153
H -1.509 -2.106 -0.121
H -0.400 1.290 1.987



3.
C11H14OSi in the gas phase. Source: the OMol25 dataset; level of theory: ωB97M-V/def2-TZVPD.

Calculated total energy = -21558.299 eV
Kohn-Sham gap (alpha / beta) = 7.244 / 7.243 eV
Energy above the lowest of the compared OMol25 structures with the same formula, charge and spin = 53.6 kJ/mol
SMILES = C[Si](C)(C)/C=c1\ccccc1=C=O
Max |F| = 1.76 eV/A
HOMO level (alpha / beta) = -7.29 / -7.29 eV

Positions of all 27 atoms, in Å:
C -2.530 -0.504 0.863
Si -0.785 -0.189 1.583
C -0.669 1.622 2.194
C -0.501 -1.364 3.058
C 0.593 -0.562 0.353
C 0.740 -0.093 -0.905
C -0.168 0.814 -1.551
C 0.022 1.252 -2.813
C 1.161 0.845 -3.578
C 2.071 0.001 -3.055
C 1.896 -0.512 -1.719
C 2.737 -1.371 -1.189
O 3.480 -2.133 -0.726
H -2.895 0.347 0.298
H -2.533 -1.359 0.193
H -3.250 -0.702 1.650
H 0.362 1.963 2.209
H -1.225 2.300 1.557
H -1.061 1.726 3.201
H 0.524 -1.309 3.411
H -1.149 -1.119 3.896
H -0.699 -2.396 2.783
H 1.360 -1.235 0.718
H -1.020 1.135 -0.974
H -0.683 1.930 -3.269
H 1.280 1.230 -4.579
H 2.942 -0.316 -3.607



4.
A 3-piece molecular cluster, C26H36FN2O11 overall. Source: the OMol25 dataset; level of theory: ωB97M-V/def2-TZVPD.

Calculated total energy = -55758.306 eV
Kohn-Sham gap = 7.227 eV
Total charge = +1
Max |F| = 1.60 eV/A
HOMO level = -11.28 eV

Positions of all 76 atoms, in Å:
C -4.909 -2.003 3.296
C -5.182 -0.542 3.051
O -5.687 -0.131 2.023
O -4.936 0.299 4.104
C -3.553 0.628 4.282
C -3.139 1.766 3.357
C -1.616 1.830 3.100
C -1.348 1.917 1.602
C 0.132 2.077 1.261
C 0.371 2.065 -0.253
C 0.685 0.685 -0.805
C 0.838 0.755 -2.310
N 0.765 -0.652 -2.835
C 0.775 -0.774 -4.348
C 1.113 0.483 -5.110
F 0.037 1.359 -5.113
C 1.725 -1.586 -2.169
O 0.918 -2.700 -1.844
C 2.457 -1.041 -0.926
N 1.958 0.194 -0.304
H -5.184 -2.541 2.399
H -3.860 -2.163 3.529
H -5.488 -2.370 4.138
H -3.441 0.937 5.317
H -2.938 -0.260 4.132
H -3.682 1.664 2.420
H -3.472 2.696 3.812
H -1.217 2.702 3.606
H -1.127 0.942 3.498
H -1.897 2.759 1.184
H -1.709 0.989 1.151
H 0.478 3.023 1.676
H 0.712 1.311 1.773
H -0.542 2.418 -0.734
H 1.178 2.737 -0.540
H -0.134 -0.011 -0.560
H 1.795 1.197 -2.551
H -0.002 1.293 -2.733
H -0.152 -0.980 -2.538
H 1.440 -1.566 -4.673
H -0.224 -1.073 -4.654
H 1.319 0.187 -6.139
H 2.005 0.991 -4.747
H 2.476 -1.911 -2.882
H 1.366 -3.492 -2.141
H 2.431 -1.858 -0.209
H 3.507 -0.902 -1.181
H 1.931 0.073 0.695
C 1.007 3.799 6.680
C 1.442 4.678 7.594
C 2.504 5.699 7.276
O 2.827 6.465 8.159
C 3.077 5.706 5.939
C 2.641 4.825 5.031
C 1.568 3.820 5.345
O 1.222 3.068 4.448
O 3.110 4.762 3.790
O 0.982 4.725 8.831
H 0.244 3.064 6.898
H 3.846 6.434 5.722
H 2.620 4.040 3.357
H 1.459 5.451 9.277
C -0.776 -6.497 -6.293
C -0.388 -5.673 -5.313
C 0.732 -4.688 -5.498
O 1.012 -3.962 -4.548
C 1.417 -4.643 -6.766
C 1.035 -5.470 -7.755
C -0.099 -6.449 -7.581
O -0.386 -7.143 -8.530
O 1.611 -5.491 -8.937
O -0.963 -5.655 -4.114
H -1.583 -7.206 -6.172
H 2.231 -3.942 -6.881
H 1.147 -6.172 -9.464
H -0.511 -4.966 -3.599



5.
C31H24N2P2PdS2Te as an isolated structure. Source: the OMol25 dataset; level of theory: ωB97M-V/def2-TZVPD.

Calculated total energy = -86539.342 eV
Kohn-Sham gap = 4.668 eV
Total charge = -2
Energy above the lowest of the compared OMol25 structures with the same formula, charge and spin = 69.5 kJ/mol
Max |F| = 0.67 eV/A
HOMO level = -0.75 eV

Positions of all 63 atoms, in Å:
Pd 0.230 0.166 -0.387
Te -1.034 3.646 -2.878
C -2.955 4.403 -3.429
C -3.440 4.260 -4.725
C -4.694 4.762 -5.044
N -5.493 5.380 -4.177
C -5.026 5.506 -2.932
C -3.788 5.045 -2.518
C -1.670 2.377 -1.361
P -0.603 2.348 0.118
C 0.119 4.004 0.402
C 1.497 4.112 0.540
C 2.085 5.352 0.769
C 1.296 6.486 0.863
C -0.086 6.383 0.736
C -0.669 5.149 0.510
C -1.761 2.280 1.546
C -1.296 1.720 2.735
C -2.129 1.641 3.843
C -3.436 2.104 3.767
C -3.910 2.643 2.577
C -3.075 2.729 1.473
P -1.508 0.587 -1.663
C -1.650 0.285 -3.459
C -0.687 -0.451 -4.139
C -0.803 -0.637 -5.512
C -1.877 -0.100 -6.208
C -2.842 0.634 -5.529
C -2.725 0.828 -4.161
C -3.101 -0.098 -1.043
C -4.256 0.679 -1.098
C -5.467 0.175 -0.645
C -5.530 -1.109 -0.120
C -4.377 -1.880 -0.050
C -3.164 -1.381 -0.508
H -2.853 3.743 -5.476
H -5.083 4.648 -6.052
H -5.682 6.008 -2.226
H -3.474 5.181 -1.490
H 2.106 3.216 0.477
H 3.160 5.423 0.882
H 1.753 7.453 1.041
H -0.706 7.269 0.814
H -1.745 5.063 0.416
H -0.285 1.328 2.779
H -1.759 1.199 4.760
H -4.091 2.026 4.627
H -4.938 2.981 2.505
H -3.440 3.112 0.524
H 0.118 -0.896 -3.562
H -0.050 -1.215 -6.036
H -1.966 -0.253 -7.278
H -3.684 1.058 -6.064
H -3.473 1.415 -3.638
H -4.186 1.699 -1.464
H -6.358 0.792 -0.687
H -6.472 -1.501 0.247
H -4.416 -2.877 0.373
H -2.247 -1.965 -0.459
S 0.270 -1.941 -1.252
S 3.799 0.591 2.996
C 2.673 0.257 1.829
N 1.885 0.026 1.006



6.
C27H35IrN2O as an isolated structure. Source: the OMol25 dataset; level of theory: ωB97M-V/def2-TZVPD.

Expectation value of S² = 8.7701
Calculated total energy = -36421.298 eV
Kohn-Sham gap (alpha / beta) = 5.592 / 4.578 eV
Total charge = +1
Energy above the lowest of the compared OMol25 structures with the same formula, charge and spin = 0.0 kJ/mol
2S+1 = 6
Max |F| = 5.47 eV/A
HOMO level (alpha / beta) = -8.64 / -11.65 eV

Positions of all 66 atoms, in Å:
C 1.195 -2.058 0.514
C 1.689 -1.388 -0.641
C 0.726 -1.502 -1.683
C -0.370 -2.297 -1.195
C -0.083 -2.650 0.185
Ir -0.532 -0.600 0.024
C -2.053 1.440 -1.688
C -1.905 0.817 -0.284
H -1.836 1.580 0.499
C -2.559 -0.424 0.108
H -3.168 -0.964 -0.621
H -2.957 -0.486 1.119
C -2.993 2.654 -1.678
H -2.603 3.464 -1.049
H -3.095 3.034 -2.704
H -3.987 2.365 -1.314
C -2.633 0.450 -2.699
H -2.025 -0.457 -2.774
H -3.646 0.173 -2.385
H -2.704 0.897 -3.699
C 3.042 -0.769 -0.749
H 3.232 -0.120 0.115
H 3.839 -1.529 -0.769
H 3.133 -0.168 -1.657
C 0.921 -1.085 -3.104
H 1.464 -0.137 -3.156
H 1.503 -1.839 -3.654
H -0.036 -0.963 -3.620
C -1.459 -2.915 -2.015
H -1.553 -2.422 -2.983
H -1.214 -3.969 -2.196
H -2.421 -2.876 -1.497
C -0.934 -3.495 1.070
H -1.967 -3.484 0.714
H -0.591 -4.534 1.100
H -0.916 -3.110 2.095
C 1.930 -2.245 1.799
H 1.236 -2.415 2.628
H 2.598 -3.115 1.737
H 2.544 -1.367 2.024
C 0.385 1.963 -1.190
C -0.655 1.932 -2.116
C 1.686 2.245 -1.583
C -0.405 2.335 -3.432
H 0.217 1.645 -0.136
C 1.942 2.622 -2.901
H 2.488 2.173 -0.835
C 0.886 2.688 -3.821
H -1.227 2.346 -4.155
H 2.958 2.857 -3.209
H 1.070 2.962 -4.858
N 2.522 2.055 5.650
C 2.341 1.870 4.304
O 3.128 2.294 3.458
C 1.101 1.095 3.929
C 0.234 0.545 4.890
C -0.830 -0.218 4.428
C -1.033 -0.390 3.058
N -0.228 0.143 2.121
C 0.842 0.860 2.568
H 3.317 2.591 5.948
H 1.910 1.687 6.364
H 0.387 0.658 5.964
H -1.520 -0.707 5.106
H -1.865 -0.995 2.705
H 1.537 1.257 1.826